Density functional theory data (wB97M-V/def2-TZVPD) for the molecule C17H26N2O.

Results
Energy relative to the best compared isomer or geometry (same formula, charge and spin) = 2.07 kcal/mol
SMILES string = Cc1cccc(NC(=O)NC2CCCCCCC2)c1C

Cartesian coordinates (Å):
C (0.7666, 0.6717, 4.7027)
C (1.7590, 0.1064, 3.7323)
C (2.5373, -0.9839, 4.0946)
C (3.4812, -1.5012, 3.2258)
C (3.6280, -0.9506, 1.9689)
C (2.8372, 0.1261, 1.5767)
N (3.0145, 0.6598, 0.2846)
C (2.1034, 0.6518, -0.7545)
O (2.4230, 1.0433, -1.8586)
N (0.8618, 0.2094, -0.4348)
C (-0.1866, 0.0661, -1.4293)
C (-0.4183, -1.4269, -1.6825)
C (-1.2157, -1.7683, -2.9416)
C (-2.7430, -1.7287, -2.7947)
C (-3.4294, -0.4841, -3.3632)
C (-3.5699, 0.6970, -2.4051)
C (-2.2795, 1.4507, -2.0800)
C (-1.4246, 0.8423, -0.9605)
C (1.9160, 0.6859, 2.4695)
C (1.1362, 1.9145, 2.1072)
H (-0.2258, 0.7235, 4.2572)
H (0.7145, 0.0581, 5.5982)
H (1.0506, 1.6822, 4.9954)
H (2.4122, -1.4235, 5.0733)
H (4.0949, -2.3372, 3.5254)
H (4.3537, -1.3501, 1.2753)
H (3.9688, 0.7470, -0.0352)
H (0.7211, -0.2297, 0.4607)
H (0.2193, 0.5298, -2.3346)
H (-0.8987, -1.8743, -0.8077)
H (0.5714, -1.8821, -1.7798)
H (-0.9025, -1.1089, -3.7520)
H (-0.9332, -2.7830, -3.2317)
H (-3.0190, -1.8477, -1.7457)
H (-3.1493, -2.5923, -3.3266)
H (-2.9043, -0.1580, -4.2633)
H (-4.4402, -0.7693, -3.6677)
H (-4.0373, 0.3573, -1.4777)
H (-4.2600, 1.4066, -2.8698)
H (-2.5644, 2.4594, -1.7724)
H (-1.6814, 1.5535, -2.9862)
H (-1.0560, 1.6599, -0.3370)
H (-2.0408, 0.2028, -0.3253)
H (1.4839, 2.3298, 1.1661)
H (1.2538, 2.6692, 2.8837)
H (0.0719, 1.6957, 2.0199)

Löwdin atomic charge list, values in e, 5 entries:
1 C -0.0457
2 C -0.2339
3 C -0.0518
4 C -0.0813
5 C -0.0238

Density functional theory data (wB97M-V/def2-TZVPD) for a structure of composition C2H13N3P5 in a non-equilibrium geometry.

Results
Energy relative to the best compared isomer or geometry (same formula, charge and spin) = 33.65 kcal/mol
Charge = +1

Cartesian coordinates (Å):
C (0.5204, -0.4888, 0.4444)
C (1.6734, -1.5907, 2.1942)
N (0.5602, -0.9198, 1.6649)
N (-0.3709, 0.4217, -0.0104)
N (1.2330, -0.8722, -0.6393)
P (-1.1087, -1.0847, -2.5630)
P (-0.9500, 3.1553, -0.1851)
P (-3.4025, 0.9417, 0.5079)
P (0.2776, 0.3296, -1.6800)
P (-1.3867, 1.4080, 1.0678)
H (1.9136, -2.3832, 1.4521)
H (2.4694, -0.8061, 2.5336)
H (1.4428, -2.0102, 3.1101)
H (-0.2513, -0.8220, 2.2206)
H (1.9273, -0.5799, -2.8525)
H (2.1502, -1.3912, -0.5213)
H (-0.1823, -2.0261, -2.8567)
H (-0.7853, -0.3956, -3.7640)
H (0.4355, 2.8975, 0.1701)
H (-1.1148, 3.9064, 1.0893)
H (-4.0309, 1.1781, 1.7688)
H (-3.5428, 2.2312, 0.0484)
H (2.5227, -1.0993, -3.2001)

Löwdin atomic charge list, values in e, 5 entries:
1 C -0.6249
2 C -0.0515
3 N 0.0124
4 N -0.5819
5 N -0.1018

Density functional theory data (wB97M-V/def2-TZVPD) for a cluster of 2 separate species, C2H6N3S in total in a non-equilibrium geometry.

Results
Energy relative to the best compared isomer or geometry (same formula, charge and spin) = 9.73 kcal/mol
Charge = +1

Cartesian coordinates (Å):
C (0.4298, 1.1175, -0.6283)
C (-1.6302, -1.7590, 0.7612)
N (1.5426, 1.3714, -1.3001)
N (-1.0595, -1.9614, 1.7971)
N (0.3638, 0.2744, 0.3899)
S (-2.0885, -1.6070, -0.7088)
H (-0.4314, 1.7138, -1.0346)
H (1.3445, 1.7962, -2.2163)
H (2.4756, 1.2518, -1.1146)
H (-0.5498, 0.0693, 0.6750)
H (-1.4881, -2.0100, 2.6699)
H (1.0913, -0.2571, 0.7097)

Löwdin atomic charge list, values in e, 5 entries:
1 C -0.1250
2 C -0.8881
3 N 0.1946
4 N 0.1455
5 N 0.2036

Density functional theory data (wB97M-V/def2-TZVPD) for a structure of composition C27H22N6O4PtS.

Results
Energy relative to the best compared isomer or geometry (same formula, charge and spin) = 0.00 kcal/mol

Cartesian coordinates (Å):
Pt (0.2374, 0.3243, -0.0536)
C (-1.6187, -2.2505, 0.0977)
O (-0.4387, -1.5653, 0.5534)
C (0.0700, -1.8643, 1.8095)
C (-0.3777, -2.9382, 2.5575)
C (0.1901, -3.1861, 3.7993)
C (1.1895, -2.3586, 4.2867)
C (1.6325, -1.2855, 3.5294)
C (1.0829, -1.0355, 2.2855)
N (1.4584, 0.0687, 1.4516)
N (2.3817, 0.8049, 1.8717)
C (2.6795, 1.9785, 1.2738)
C (1.9873, 2.5567, 0.1695)
O (1.0961, 1.9962, -0.5548)
C (2.3328, 3.8985, -0.2297)
C (3.3330, 4.5676, 0.3642)
C (4.1153, 3.9925, 1.4250)
C (5.1845, 4.7005, 1.9999)
C (5.9301, 4.1480, 3.0094)
C (5.6145, 2.8616, 3.4671)
C (4.5693, 2.1567, 2.9189)
C (3.7945, 2.7072, 1.8823)
H (-1.3824, -3.3006, -0.0616)
H (-1.8901, -1.7908, -0.8460)
H (-2.4216, -2.1320, 0.8234)
H (-1.1599, -3.5827, 2.1850)
H (-0.1589, -4.0286, 4.3814)
H (1.6205, -2.5395, 5.2620)
H (2.3983, -0.6152, 3.8939)
H (1.7556, 4.3296, -1.0368)
H (3.5666, 5.5760, 0.0391)
H (5.4133, 5.6925, 1.6268)
H (6.7554, 4.6956, 3.4452)
H (6.2034, 2.4149, 4.2586)
H (4.3374, 1.1617, 3.2704)
N (-2.9942, -4.9211, -4.4451)
C (-2.5285, -3.6450, -4.1656)
C (-3.3784, -2.5417, -4.2710)
C (-2.9356, -1.2751, -3.9362)
C (-1.6316, -1.0957, -3.4899)
C (-0.7680, -2.1837, -3.3999)
C (-1.2136, -3.4494, -3.7327)
S (-1.0346, 0.4949, -3.0297)
O (0.3960, 0.4422, -3.1449)
O (-1.7778, 1.4895, -3.7419)
N (-1.3056, 0.5820, -1.4089)
C (-2.5721, 0.7822, -0.8909)
N (-2.6288, 0.9801, 0.4346)
C (-3.8190, 1.2600, 0.9435)
C (-4.9751, 1.3195, 0.1830)
C (-4.8188, 0.9908, -1.1507)
N (-3.6427, 0.7075, -1.6936)
H (-3.8258, -4.9935, -5.0044)
H (-2.3060, -5.6297, -4.6292)
H (-4.3932, -2.6846, -4.6258)
H (-3.5855, -0.4166, -4.0151)
H (0.2526, -2.0200, -3.0775)
H (-0.5401, -4.2971, -3.6702)
H (-3.8459, 1.4340, 2.0150)
H (-5.9339, 1.5782, 0.6073)
H (-5.6758, 0.9335, -1.8161)

Löwdin atomic charge list, values in e, 5 entries:
1 Pt 1.2607
2 C -0.0204
3 O -0.2581
4 C -0.2072
5 C -0.0102

Density functional theory data (wB97M-V/def2-TZVPD) for a structure of composition C7H18KO6 in a non-equilibrium geometry.

Results
Energy relative to the best compared isomer or geometry (same formula, charge and spin) = 0.00 kcal/mol
Charge = -1

Cartesian coordinates (Å):
K (0.3802, -0.1904, -0.2099)
C (-0.8406, 1.3599, -3.0833)
O (-1.5275, 2.1353, -2.2977)
O (-0.6926, 0.0756, -2.7939)
O (-0.2279, 1.8332, -4.1096)
C (-1.9687, 1.9443, 1.0041)
C (-1.1111, 2.2292, 2.2445)
O (0.1038, 1.5035, 2.0405)
H (-2.0095, 0.8953, 0.7166)
H (-1.6585, 2.5709, 0.1664)
H (-2.9808, 2.2726, 1.2589)
H (-1.5978, 1.7835, 3.1180)
H (-0.9857, 3.3087, 2.3290)
H (0.7823, 1.7862, 2.6617)
C (4.0994, -0.2635, 0.8897)
C (4.0538, 0.7217, -0.2635)
O (2.9531, 0.4656, -1.1127)
H (3.8402, -1.2647, 0.5358)
H (3.4233, -0.0143, 1.7078)
H (5.1203, -0.3629, 1.2601)
H (5.0043, 0.6746, -0.8071)
H (4.0298, 1.7551, 0.1059)
H (3.1541, 0.7933, -1.9963)
C (-2.9407, -3.6213, 0.0180)
C (-2.1166, -2.4038, -0.3044)
O (-1.4957, -2.5633, -1.5610)
H (-2.3080, -4.5088, 0.1609)
H (-3.5417, -3.9958, -0.8115)
H (-3.4948, -3.5224, 0.9525)
H (-1.3511, -2.2134, 0.4648)
H (-2.7222, -1.4898, -0.2559)
H (-1.3732, -1.6943, -2.0284)

Löwdin atomic charge list, values in e, 5 entries:
1 K 0.8339
2 C -0.9849
3 O -0.2100
4 O -0.2906
5 O -0.1996